(1)
{"formula": "C5H11ClF3GaSm", "method": "ωB97M-V/def2-TZVPD", "symbols": ["Ga", "Cl", "C", "C", "H", "H", "H", "H", "H", "H", "Sm", "C", "C", "H", "H", "H", "H", "H", "F", "C", "F", "F"], "xyz": [[0.557, 0.203, -2.679], [1.071, -1.182, -1.338], [2.253, 1.164, -3.013], [-0.404, -0.910, -4.000], [2.287, 1.573, -4.046], [2.388, 2.021, -2.320], [3.135, 0.501, -2.898], [-0.350, -0.466, -5.018], [-1.480, -1.019, -3.751], [0.024, -1.932, -4.071], [0.000, 0.000, 0.000], [-1.521, -0.919, 1.067], [-0.606, 1.066, -1.553], [-2.496, -0.502, 0.733], [-1.516, -2.017, 0.895], [-1.388, -0.715, 2.152], [-1.675, 1.025, -1.859], [-0.279, 2.109, -1.348], [0.979, -2.058, 2.324], [1.171, -0.707, 2.101], [0.701, 0.013, 3.184], [2.523, -0.462, 1.954]], "forces_ev_per_angstrom": [[-0.2666, 3.0774, -6.5194], [8.1759, -12.1825, -3.5271], [0.9067, 0.3615, -0.5388], [-0.1878, -0.4805, -1.1373], [0.0475, -0.1335, 0.5243], [-0.1105, -0.4189, -0.3028], [-0.3695, 0.3287, -0.0757], [-0.1134, -0.2861, 0.4298], [0.5504, 0.1177, -0.0243], [-0.2067, 0.4612, -0.0230], [-0.7572, 5.5151, 11.5328], [-4.1734, -2.5675, 2.1897], [-4.5022, 6.0145, -3.6686], [0.1075, -0.2922, 0.1951], [-0.2789, 0.3194, 0.3094], [-0.1938, -0.2111, -0.5848], [0.4518, 0.2895, -0.0098], [-0.3416, -0.1109, -0.1216], [0.8807, 0.2056, 1.2094], [-1.3848, 1.1768, -2.6912], [0.9341, -0.6413, 1.3608], [0.8318, -0.5427, 1.4734]], "lumo_ev": [2.873, 2.876], "charge": -1, "s2": 8.783, "multiplicity": 6, "energy_ha": -3539.39697}

(2)
{"formula": "C2IN5", "method": "ωB97M-V/def2-TZVPD", "symbols": ["N", "C", "C", "N", "N", "N", "I", "N"], "xyz": [[0.143, -3.184, 0.239], [0.548, -2.106, 0.262], [0.521, -0.630, 0.009], [1.392, 0.472, 0.166], [0.648, 1.505, 0.019], [-0.589, 1.095, -0.249], [-1.956, 3.071, -0.251], [-0.708, -0.224, -0.194]], "forces_ev_per_angstrom": [[0.7051, 0.2512, 0.3638], [-0.0369, 1.5877, -1.0126], [0.1446, 0.0344, 1.1568], [-0.6064, -2.1000, 0.0146], [0.1465, 0.1368, -0.3975], [-0.4553, 1.8164, 0.5015], [1.4212, -2.8835, -0.0506], [-1.3187, 1.1570, -0.5760]], "lumo_ev": -3.763, "relative_energy_kj_mol": 134.1, "smiles": "N#Cc1nnn(I)n1", "multiplicity": 1, "energy_ha": -647.54947}

(3)
{"formula": "C17H22BrI3KN3O2", "method": "ωB97M-V/def2-TZVPD", "symbols": ["K", "I", "C", "I", "H", "H", "N", "C", "C", "C", "C", "N", "H", "H", "H", "H", "H", "H", "H", "H", "H", "H", "H", "H", "Br", "C", "C", "C", "C", "C", "C", "C", "O", "O", "H", "H", "H", "H", "I", "C", "C", "C", "C", "C", "N", "H", "H", "H", "H"], "xyz": [[-0.733, -0.002, -0.619], [1.993, 0.209, 2.237], [0.641, 1.413, 3.354], [-0.886, 0.291, 4.324], [0.146, 2.072, 2.646], [1.194, 1.946, 4.116], [-0.878, -2.405, 1.703], [-1.134, -3.812, 1.375], [-2.474, -3.983, 0.654], [-2.593, -3.031, -0.535], [-1.669, -3.368, -1.695], [-1.511, -2.203, -2.576], [0.034, -2.293, 2.129], [-1.556, -2.061, 2.373], [-1.120, -4.473, 2.249], [-0.324, -4.147, 0.722], [-3.289, -3.778, 1.354], [-2.575, -5.029, 0.352], [-2.300, -2.062, -0.137], [-3.624, -2.941, -0.886], [-2.042, -4.260, -2.213], [-0.676, -3.614, -1.315], [-2.392, -1.969, -3.019], [-0.853, -2.407, -3.317], [3.134, 5.683, 2.289], [1.685, 5.544, 1.059], [1.229, 6.681, 0.414], [0.184, 6.558, -0.493], [-0.386, 5.319, -0.749], [0.062, 4.192, -0.071], [1.110, 4.307, 0.836], [-0.556, 2.823, -0.324], [-0.808, 2.492, -1.506], [-0.731, 2.128, 0.711], [1.684, 7.641, 0.613], [-0.180, 7.440, -1.005], [-1.181, 5.211, -1.476], [1.475, 3.426, 1.348], [2.486, -2.483, -0.812], [2.835, -0.648, -1.797], [4.007, -0.500, -2.524], [4.219, 0.727, -3.134], [3.267, 1.726, -2.999], [2.128, 1.465, -2.256], [1.920, 0.284, -1.652], [4.718, -1.309, -2.600], [5.120, 0.897, -3.709], [3.398, 2.695, -3.461], [1.338, 2.198, -2.137]], "forces_ev_per_angstrom": [[0.0525, -0.5372, -0.0819], [-0.0760, 0.1218, 0.0657], [-0.0972, -0.0391, -0.0334], [0.0860, 0.1128, 0.0125], [-0.0142, -0.0936, -0.0638], [0.0510, -0.0585, 0.0229], [-0.0319, -0.1234, -0.1309], [-0.0285, 0.0275, 0.0220], [0.0575, 0.0232, -0.0866], [0.0685, 0.0344, 0.1197], [0.0177, 0.0511, 0.0360], [-0.0074, 0.0116, 0.0942], [-0.0034, 0.0370, 0.0283], [0.0404, -0.0100, 0.0444], [0.0082, 0.0273, 0.0321], [0.0301, -0.0073, 0.0149], [0.0249, -0.0119, 0.0213], [-0.0413, 0.0206, -0.0284], [-0.1589, 0.1329, -0.1585], [-0.0109, -0.1087, 0.0242], [-0.0060, -0.0167, -0.0432], [0.0123, 0.0090, -0.0002], [-0.0205, -0.0257, -0.0323], [0.0044, 0.0153, -0.0382], [-0.0859, -0.0080, -0.0755], [0.0494, -0.0232, 0.0529], [0.0152, 0.0633, -0.0009], [-0.0218, -0.0162, -0.0164], [0.0320, -0.0295, -0.0184], [0.0199, -0.0354, -0.2820], [-0.0297, -0.0680, 0.0343], [0.0907, 0.4163, 0.3035], [-0.0081, 0.0848, 0.1997], [-0.0196, 0.0166, 0.0001], [-0.0089, -0.0150, -0.0063], [0.0057, -0.0108, 0.0090], [0.0194, 0.0043, 0.0189], [-0.0101, 0.0353, 0.0065], [-0.0431, 0.0664, -0.0551], [0.0627, 0.0202, 0.0663], [-0.0049, 0.0342, 0.0058], [0.0223, -0.0172, -0.0072], [-0.0350, -0.0082, 0.0326], [0.0173, -0.1035, 0.0409], [-0.0473, 0.0296, -0.1392], [0.0102, 0.0107, -0.0081], [-0.0118, -0.0119, 0.0115], [0.0057, -0.0098, -0.0004], [0.0184, -0.0177, -0.0137]], "lumo_ev": 0.082, "relative_energy_kj_mol": 17.7, "multiplicity": 1, "energy_ha": -5042.86102}

(4)
{"formula": "C21H21N9O3", "method": "ωB97M-V/def2-TZVPD", "symbols": ["C", "O", "C", "C", "C", "C", "C", "C", "C", "N", "N", "C", "O", "C", "N", "N", "N", "C", "N", "O", "N", "C", "N", "C", "C", "N", "C", "C", "C", "C", "C", "C", "C", "H", "H", "H", "H", "H", "H", "H", "H", "H", "H", "H", "H", "H", "H", "H", "H", "H", "H", "H", "H", "H"], "xyz": [[1.274, 0.573, -2.376], [1.437, 0.929, -1.024], [2.629, 0.718, -0.430], [3.713, 0.102, -1.050], [4.911, -0.069, -0.380], [5.060, 0.381, 0.920], [3.998, 1.000, 1.545], [2.775, 1.177, 0.899], [1.701, 1.820, 1.614], [0.511, 1.864, 1.173], [-0.447, 2.468, 1.894], [-1.749, 2.390, 1.515], [-2.653, 2.859, 2.170], [-1.920, 1.629, 0.248], [-1.910, 2.204, -0.974], [-2.061, 1.309, -1.861], [-2.175, 0.110, -1.260], [-2.341, -1.018, -2.025], [-2.523, -2.233, -1.588], [-2.644, -3.015, -2.665], [-2.545, -2.307, -3.815], [-2.353, -1.056, -3.475], [-2.139, -0.019, -4.299], [-2.098, 0.266, 0.094], [-2.186, -0.834, 1.103], [-1.145, -0.737, 2.098], [-1.511, -0.259, 3.408], [0.114, -1.242, 1.852], [1.070, -1.333, 2.871], [2.332, -1.835, 2.622], [2.684, -2.280, 1.361], [1.747, -2.201, 0.346], [0.488, -1.684, 0.578], [0.288, 0.939, -2.659], [2.023, 1.050, -3.016], [1.316, -0.513, -2.515], [3.627, -0.261, -2.062], [5.733, -0.556, -0.883], [5.996, 0.248, 1.440], [4.103, 1.353, 2.561], [1.967, 2.267, 2.583], [-0.223, 2.953, 2.769], [-2.339, -0.144, -5.276], [-2.186, 0.900, -3.881], [-2.152, -1.800, 0.588], [-3.155, -0.764, 1.607], [-1.654, -1.085, 4.116], [-0.743, 0.407, 3.804], [-2.437, 0.309, 3.345], [0.832, -1.024, 3.876], [3.046, -1.889, 3.431], [3.669, -2.677, 1.171], [1.999, -2.550, -0.646], [-0.202, -1.633, -0.246]], "forces_ev_per_angstrom": [[-0.0109, -0.0416, -0.2607], [0.1984, -0.0018, 0.0579], [0.2154, 0.1193, 0.1836], [-0.1698, 0.0061, -0.2226], [0.0020, 0.0618, 0.1256], [0.1819, -0.0796, -0.0232], [-0.2740, 0.0501, -0.1838], [0.3377, -0.2843, -0.4983], [-0.5560, 0.4608, 0.5380], [0.2597, -0.2795, -0.3706], [0.2760, 0.6754, 1.0700], [0.1892, -0.0578, -0.0073], [-0.0982, 0.0119, -0.0083], [-0.4651, -1.1486, -0.2232], [0.1137, 0.5937, 0.3838], [-0.1382, -0.1555, -1.1239], [0.0681, 0.5707, 1.4532], [-0.2448, -1.3304, -1.4391], [0.0724, 0.8558, 0.5001], [-0.0430, -0.2540, 0.2132], [0.1301, 0.8602, -0.6639], [-0.0601, -0.9453, 1.0669], [0.1021, 0.4167, -0.5660], [0.0138, 0.6649, -0.0997], [0.1025, -0.2813, 0.0351], [-0.3264, 0.2361, 0.0411], [0.0331, -0.1541, 0.1494], [0.2213, -0.1648, -0.0379], [-0.1535, 0.0962, 0.1718], [0.0837, -0.1035, -0.0737], [0.1286, -0.1043, 0.0189], [0.0364, -0.1066, 0.0468], [-0.1697, -0.0277, -0.0241], [0.0987, -0.0648, -0.0088], [0.0034, -0.0338, 0.0328], [0.0258, 0.0081, 0.0054], [-0.0609, -0.0144, -0.0924], [0.0632, -0.0403, -0.0509], [0.0839, -0.0061, 0.0509], [-0.0198, 0.0526, 0.1230], [-0.0606, -0.0241, -0.0363], [-0.1877, -0.1535, -0.2788], [-0.0191, 0.0415, -0.0133], [-0.0401, -0.1092, -0.1510], [-0.0634, 0.1405, 0.2030], [0.1249, -0.0792, -0.0826], [0.0268, 0.0627, 0.0774], [-0.0125, 0.0371, 0.0401], [0.0119, -0.0015, 0.0043], [-0.0668, 0.0432, 0.0933], [0.0493, -0.0019, 0.0780], [0.0916, -0.0229, -0.0211], [0.0036, -0.0003, -0.0901], [-0.1084, 0.0069, -0.1118]], "lumo_ev": 0.268, "relative_energy_kj_mol": 57.3, "smiles": "COc1ccccc1/C=N/NC(=O)c1nnn(-c2nonc2N)c1CN(C)c1ccccc1", "multiplicity": 1, "energy_ha": -1531.24065}

(5)
{"formula": "C8H15FeN3O7P", "method": "ωB97M-V/def2-TZVPD", "symbols": ["Fe", "O", "C", "O", "C", "C", "N", "N", "C", "C", "O", "O", "H", "H", "H", "C", "O", "P", "O", "C", "O", "C", "H", "H", "H", "H", "H", "H", "H", "H", "H", "N", "H", "H", "H"], "xyz": [[0.435, -1.900, 0.010], [3.217, 3.458, -0.122], [4.062, 2.459, 0.090], [5.247, 2.591, 0.124], [3.503, 1.074, 0.321], [4.305, 0.043, 0.763], [3.545, -1.055, 0.849], [2.279, -0.822, 0.484], [2.246, 0.483, 0.163], [0.933, 1.032, -0.231], [0.678, 2.198, -0.340], [0.030, 0.060, -0.405], [2.290, 3.196, -0.169], [5.353, 0.061, 1.029], [3.832, -1.963, 1.179], [-4.149, 1.551, 1.212], [-3.099, 0.536, 1.358], [-1.888, 0.313, 0.388], [-2.578, 0.218, -1.013], [-2.061, 0.565, -2.330], [-1.473, -1.204, 0.900], [-2.203, -1.894, 1.990], [-4.982, 1.200, 1.807], [-4.443, 1.650, 0.172], [-3.800, 2.498, 1.610], [-2.906, 0.490, -3.003], [-1.277, -0.124, -2.624], [-1.679, 1.583, -2.334], [-1.881, -2.930, 1.965], [-3.270, -1.838, 1.819], [-1.949, -1.441, 2.942], [0.425, -2.890, -1.888], [-0.474, -3.325, -2.095], [1.118, -3.635, -1.970], [0.614, -2.241, -2.650]], "forces_ev_per_angstrom": [[0.2888, 1.2160, -0.3000], [0.4377, 0.1231, -0.0512], [-0.0959, -0.1257, 0.0495], [0.0597, 0.0827, 0.0216], [-0.3613, 0.2321, -0.1358], [0.1828, -0.1715, 0.1440], [0.1765, 0.0163, 0.0731], [-0.4073, -0.4305, -0.0984], [0.1658, -0.1183, 0.0555], [-0.0429, -0.0301, -0.0216], [-0.0321, 0.1178, -0.0537], [-0.1772, -0.0310, -0.1938], [-0.3606, -0.1932, 0.0383], [-0.0773, -0.0498, -0.0570], [0.0252, -0.0644, 0.0115], [-0.0267, 0.1349, -0.0108], [-0.1359, 0.1238, 0.1659], [0.0104, -0.0350, -0.2548], [0.1672, -0.0780, -0.0980], [0.0186, 0.1850, 0.0340], [0.0771, -0.4842, 0.2196], [-0.0725, -0.0692, -0.0405], [-0.0198, -0.1382, 0.0554], [0.0785, -0.0920, -0.0454], [0.1643, -0.0067, 0.0135], [-0.0777, -0.0495, 0.0179], [-0.0081, -0.0775, 0.0482], [0.0029, -0.0136, 0.1099], [0.0745, -0.0200, -0.0627], [-0.0517, 0.0201, -0.0942], [0.0592, 0.1037, -0.0196], [-0.0657, -0.1582, 0.5604], [0.0148, -0.0155, -0.0730], [-0.0209, 0.0280, -0.0491], [0.0297, 0.0684, 0.0415]], "lumo_ev": [-7.387, -8.719], "charge": 2, "s2": 8.759, "multiplicity": 6, "energy_ha": -2609.32577}

(6)
{"formula": "C17H22ClIrO8S3", "method": "ωB97M-V/def2-TZVPD", "symbols": ["Ir", "C", "C", "S", "C", "C", "S", "H", "H", "H", "H", "H", "H", "O", "C", "C", "O", "C", "C", "O", "C", "O", "O", "Cl", "C", "C", "O", "O", "H", "H", "C", "C", "C", "S", "O", "C", "C", "C", "H", "H", "H", "H", "H", "H", "H", "H", "H", "H", "H", "H", "H", "H"], "xyz": [[-0.907, 1.206, 0.658], [1.687, 0.914, 4.677], [1.182, 0.830, 3.258], [-0.545, 0.785, 3.109], [2.037, 0.779, 2.202], [3.531, 0.852, 2.357], [1.537, 0.630, 0.549], [0.836, 0.854, 5.351], [2.205, 1.859, 4.841], [2.379, 0.100, 4.906], [3.859, 0.739, 3.388], [3.866, 1.821, 1.988], [3.995, 0.081, 1.746], [-4.976, 0.887, -4.323], [-4.192, 1.014, -3.381], [-4.570, 1.262, -1.959], [-5.720, 1.391, -1.538], [-3.317, 1.288, -1.187], [-2.211, 1.034, -2.091], [-1.025, 0.880, -1.692], [-2.708, 0.925, -3.463], [-2.043, 0.760, -4.491], [-3.171, 1.436, 0.049], [0.472, 6.637, -0.800], [-0.791, 5.810, 0.106], [-0.216, 4.535, 0.843], [0.657, 4.715, 1.674], [-0.792, 3.491, 0.466], [-1.573, 5.532, -0.596], [-1.167, 6.522, 0.842], [1.622, -3.231, 1.882], [1.165, -4.010, 0.655], [-0.246, -3.642, 0.236], [-0.233, -1.864, -0.371], [-1.393, -1.270, 0.317], [-0.792, -2.223, -2.094], [0.388, -2.489, -3.010], [1.406, -1.357, -2.916], [2.679, -3.411, 2.073], [1.056, -3.535, 2.758], [1.481, -2.162, 1.739], [1.225, -5.086, 0.856], [1.830, -3.787, -0.180], [-0.935, -3.666, 1.075], [-0.598, -4.298, -0.556], [-1.281, -1.306, -2.406], [-1.515, -3.036, -2.094], [0.006, -2.561, -4.033], [0.863, -3.446, -2.760], [0.888, -0.404, -2.976], [2.134, -1.409, -3.724], [1.930, -1.379, -1.964]], "forces_ev_per_angstrom": [[1.6318, -0.5241, -0.6794], [-0.0638, -0.0099, -0.1460], [1.1561, -0.1578, -1.0068], [-1.0051, 0.6359, -2.0460], [-0.5247, -0.0978, 1.3128], [-0.2407, 0.1569, -0.0617], [-2.3324, 0.9558, 0.0144], [0.0211, 0.0299, 0.2071], [-0.0075, 0.0894, 0.1388], [-0.0165, -0.0179, 0.0678], [0.0197, -0.0460, 0.0661], [0.2053, 0.0736, -0.0305], [0.2126, -0.1089, -0.0659], [0.6149, 0.1179, 0.7602], [-0.7049, -0.0981, -0.9605], [-0.7258, 0.1756, 0.6009], [0.5876, -0.0546, -0.1655], [0.7053, -0.3388, -1.0340], [-1.4813, 0.1212, 0.1947], [0.9221, 0.5821, 1.3487], [0.6807, -0.0733, -0.3129], [-0.2264, -0.0601, 0.4346], [0.8560, 0.1278, 1.2176], [0.5120, 0.3841, -0.3647], [-0.3582, -0.8415, 0.5097], [0.5101, 1.2972, 0.4034], [0.2352, -0.0202, 0.1915], [-1.2563, -3.1241, -0.7442], [0.0536, -0.0067, 0.0618], [0.0233, -0.1636, -0.0066], [0.0848, -0.1349, -0.1408], [0.0397, 0.0233, 0.2008], [0.4340, 0.5444, -0.3263], [0.4955, -2.1046, -1.2672], [-1.2048, 2.1215, 1.2225], [0.0709, 0.0594, 0.3168], [0.2110, 0.0299, 0.0529], [-0.0056, -0.0676, -0.2117], [0.0765, 0.0265, 0.0893], [-0.0968, 0.0044, 0.1613], [0.0246, 0.2084, 0.0419], [0.0212, 0.0214, -0.1152], [0.1706, -0.1228, -0.0976], [-0.1647, 0.1646, 0.0384], [-0.1565, 0.0233, -0.1050], [-0.0684, 0.1446, 0.0779], [-0.1171, -0.0393, 0.1456], [0.0212, -0.0740, 0.0845], [-0.0353, -0.0692, -0.0841], [-0.0276, 0.2026, -0.0271], [0.0786, -0.0237, -0.0219], [0.1442, 0.0575, 0.0597]], "lumo_ev": 4.028, "relative_energy_kj_mol": 303.5, "charge": -2, "multiplicity": 1, "energy_ha": -3022.02242}